C21H56O7 | ωB97M-V/def2-TZVPD

Each line ends with the Mulliken charge.
Cartesian coordinates (Å):
C -17.01735 10.95607 3.77925  -1.315
C -16.42901 9.87543 4.67196  0.760
C -17.48808 9.00692 5.28979  -1.215
O -15.63788 8.96471 3.85611  -0.576
H -17.29117 11.86352 4.31888  0.307
H -17.91245 10.57246 3.28306  0.306
H -16.33181 11.21867 2.97229  0.388
H -15.73468 10.27669 5.41453  -0.030
H -17.04943 8.16642 5.82154  0.334
H -18.16663 8.68293 4.50235  0.408
H -18.07261 9.59984 6.00106  0.288
H -14.89203 9.45430 3.49872  0.326
C -19.37227 8.28091 8.86899  -0.959
C -20.23956 7.06605 9.10712  0.397
C -19.50025 5.75325 8.88304  -1.438
O -20.74739 7.15078 10.44999  -0.198
H -19.90350 9.17877 9.18646  -0.006
H -19.25926 8.39813 7.78735  0.276
H -18.39476 8.22786 9.34568  0.364
H -21.09913 7.17697 8.43386  0.357
H -19.24483 5.67532 7.82448  0.471
H -20.14186 4.91942 9.16578  0.344
H -18.57965 5.76076 9.46548  0.250
H -21.51469 6.57907 10.54604  0.100
C -20.26896 10.54379 12.69850  -0.805
C -20.14654 11.32010 11.38697  1.176
C -21.35458 11.15617 10.47057  -1.106
O -19.94650 12.70926 11.66462  -0.574
H -20.49671 9.48967 12.55424  -0.238
H -21.08469 11.00688 13.27553  0.476
H -19.38238 10.67191 13.32082  0.354
H -19.23808 10.97450 10.88954  -0.369
H -22.19694 11.74460 10.83826  0.408
H -21.68180 10.11764 10.38652  -0.034
H -21.08336 11.51932 9.47869  0.313
H -20.58148 12.95785 12.34375  0.390
C -19.06096 1.57026 8.58612  -1.157
C -20.53266 1.32367 8.33744  0.710
C -20.79673 0.15366 7.43046  -1.436
O -21.17296 0.98568 9.58996  -0.552
H -18.92137 2.35814 9.33466  0.282
H -18.52702 1.96210 7.71210  0.325
H -18.52110 0.67627 8.89343  0.340
H -21.03165 2.22090 7.95874  0.140
H -20.44908 0.37412 6.41606  0.369
H -21.85823 -0.08095 7.38850  0.345
H -20.24875 -0.73294 7.75236  0.336
H -20.98645 1.69545 10.21285  0.303
C -24.29383 8.08489 11.23568  -0.850
C -24.10198 7.24918 12.47939  0.827
C -23.67169 8.07399 13.65622  -0.960
O -25.32551 6.58795 12.86308  -0.582
H -25.02663 8.87236 11.42686  0.435
H -24.66551 7.49404 10.39557  0.408
H -23.34298 8.55209 10.97284  -0.206
H -23.37888 6.44466 12.28652  -0.023
H -23.63076 7.47100 14.56440  0.336
H -24.34599 8.91239 13.82489  0.395
H -22.65469 8.44289 13.49748  -0.077
H -25.78366 6.31611 12.06291  0.321
C -14.59913 9.90868 8.19332  -1.325
C -15.37967 11.17800 8.38699  0.723
C -16.46933 10.98702 9.40812  -0.877
O -14.48894 12.21390 8.79219  -0.574
H -14.12282 9.58189 9.11849  0.429
H -13.77975 10.07721 7.48712  0.328
H -15.22401 9.12545 7.76652  0.266
H -15.84735 11.46766 7.43528  0.094
H -17.01457 11.91051 9.60891  0.381
H -16.03176 10.66105 10.35636  0.310
H -17.16448 10.20366 9.09828  -0.076
H -14.89524 13.07738 8.67117  0.344
C -20.24767 6.83967 14.07047  -0.996
C -18.76334 6.52268 14.19377  0.574
C -18.02772 6.91146 12.92784  -0.769
O -18.17004 7.25532 15.27794  -0.587
H -20.87672 6.31995 14.80137  0.392
H -20.61358 6.59308 13.07388  0.089
H -20.46967 7.88909 14.29417  0.198
H -18.63394 5.46769 14.44390  0.258
H -18.24497 7.96575 12.73554  0.005
H -18.38872 6.38174 12.04050  0.081
H -16.95724 6.74144 13.01606  0.433
H -18.79793 7.91449 15.58710  0.339

E: -1360.35186 hartree
frontier orbital gap: 10.390 eV
lowest unoccupied orbital energy: 0.20 eV
HOMO: -10.19 eV

***

C21H57CrF6N10O11P3S2 | ωB97M-V/def2-TZVPD

Each line ends with the Mulliken charge.
Cartesian coordinates (Å):
Cr 17.13302 -34.30505 -13.71982  0.829
C 20.20980 -34.44008 -10.01113  0.561
F 19.81133 -33.29824 -9.49666  -0.189
F 21.10339 -34.17769 -10.90774  -0.215
F 20.76488 -35.25099 -9.10796  -0.215
S 18.70908 -35.32733 -10.84195  1.094
O 19.18399 -36.71140 -11.08867  -0.667
O 17.51958 -35.19764 -9.95266  -0.630
O 18.35726 -34.65371 -12.11423  -0.868
C 20.69331 -32.09430 -13.99384  0.689
F 20.58017 -31.89185 -12.65843  -0.226
F 21.63769 -31.25113 -14.44374  -0.243
F 21.10847 -33.33084 -14.14664  -0.184
S 19.06521 -31.66917 -14.86671  1.161
O 18.13684 -32.75230 -14.47797  -1.247
O 18.63986 -30.34408 -14.39943  -0.695
O 19.44459 -31.73064 -16.29498  -0.698
C 15.10972 -37.35624 -11.25435  -0.890
N 14.74772 -36.27830 -12.25766  0.884
O 13.59755 -35.93297 -12.39003  -0.543
O 15.69915 -35.70630 -12.91182  -0.568
H 16.07518 -36.99680 -10.89825  0.220
H 15.37245 -38.36432 -11.57503  0.284
H 14.42176 -37.36109 -10.40890  0.328
O 15.97356 -32.97771 -12.57513  1.464
P 15.33452 -31.89384 -11.72760  -1.183
N 16.41881 -31.19210 -10.59988  0.511
C 17.80576 -30.85494 -10.94836  -0.708
C 15.98574 -30.38444 -9.46499  -1.285
N 13.98537 -32.41797 -10.76445  0.229
C 14.13693 -33.17999 -9.50066  -0.960
C 12.66226 -32.83461 -11.35867  -0.734
N 14.73287 -30.52232 -12.59019  1.231
C 14.98828 -30.33412 -13.97075  -1.060
C 13.93469 -29.46504 -11.95048  -1.218
H 17.99470 -29.84238 -11.30492  0.226
H 18.14722 -31.52490 -11.73745  -0.167
H 18.40573 -30.95058 -10.04338  0.310
H 16.70914 -30.64498 -8.69239  0.331
H 14.97445 -30.62355 -9.13600  0.513
H 16.03393 -29.30885 -9.63494  0.217
H 14.78762 -34.04570 -9.62416  0.126
H 14.61727 -32.55222 -8.75014  0.337
H 13.14151 -33.41474 -9.12365  0.432
H 12.69326 -33.84153 -11.77489  0.105
H 11.87112 -32.77821 -10.61098  0.482
H 12.40123 -32.17026 -12.18244  0.161
H 16.02358 -30.02955 -14.12396  0.337
H 14.95008 -31.31487 -14.44485  0.048
H 14.29313 -29.69822 -14.51893  0.284
H 14.47576 -28.52103 -12.01514  0.311
H 13.76322 -29.76446 -10.91653  0.327
H 12.96866 -29.39453 -12.45039  0.407
O 15.87894 -34.01036 -15.42520  0.670
P 14.95041 -33.98626 -16.61366  -2.119
N 15.59399 -33.15550 -17.96055  0.366
C 16.24116 -33.90986 -19.02621  -1.321
C 15.92565 -31.74340 -17.92157  -0.593
N 13.54884 -33.11105 -16.22215  0.683
C 12.73663 -32.51238 -17.23378  -1.193
C 12.96951 -33.15847 -14.90117  -1.321
N 14.30932 -35.42075 -17.18000  0.762
C 14.04794 -36.46100 -16.18499  -0.899
C 13.44613 -35.49089 -18.39564  -1.175
H 17.31518 -33.75121 -19.12318  0.389
H 15.86787 -33.46305 -19.94768  0.405
H 16.02692 -34.97845 -19.00836  0.406
H 15.11126 -31.15291 -17.50182  0.143
H 16.28162 -31.37763 -18.88469  0.426
H 16.82642 -31.60351 -17.32396  0.041
H 12.74301 -33.12515 -18.13521  0.364
H 11.73900 -32.44107 -16.80049  0.354
H 13.08493 -31.56871 -17.65363  0.227
H 11.90939 -33.40879 -14.94084  0.460
H 13.41106 -33.94905 -14.29445  -0.030
H 13.08097 -32.17866 -14.43679  0.666
H 13.76455 -37.38917 -16.68129  0.419
H 14.95151 -36.74883 -15.64759  0.106
H 13.31067 -36.14697 -15.44613  0.223
H 13.85637 -34.87378 -19.19500  0.392
H 12.44183 -35.11695 -18.19653  0.314
H 13.36774 -36.54989 -18.64155  0.359
O 17.88702 -35.95916 -14.69047  1.493
P 18.68348 -36.93994 -15.51904  -0.543
N 18.66177 -36.63630 -17.21615  0.313
C 19.13886 -35.24672 -17.61261  -0.993
C 17.50100 -37.04472 -17.97858  -1.244
N 18.20707 -38.59264 -15.32413  0.331
C 18.98749 -39.67873 -16.00442  -1.034
C 17.56224 -38.94983 -14.08037  -0.693
N 20.32687 -36.87642 -15.03617  0.538
C 21.39961 -37.59110 -15.81958  -1.321
C 20.69125 -36.79196 -13.63385  -0.961
H 18.88458 -35.02098 -18.64821  0.461
H 20.18087 -35.07269 -17.34422  0.284
H 18.57824 -34.47398 -17.08661  0.119
H 17.23883 -38.09995 -17.90203  0.325
H 17.68410 -36.96592 -19.05020  0.566
H 16.63525 -36.48075 -17.63144  0.211
H 19.05437 -39.39318 -17.05423  0.334
H 20.00965 -39.86758 -15.67635  0.251
H 18.47980 -40.63294 -15.86360  0.446
H 16.54572 -38.55652 -14.09004  0.079
H 17.58465 -40.00518 -13.80863  0.370
H 18.03985 -38.38397 -13.28050  0.199
H 22.30594 -37.01133 -15.99431  0.311
H 21.76855 -38.49951 -15.34337  0.395
H 20.97487 -37.88810 -16.77848  0.490
H 21.76180 -36.87731 -13.44749  0.510
H 20.30325 -37.66096 -13.10243  0.396
H 20.33101 -35.90102 -13.11951  -0.206

E: -5673.76063 hartree
frontier orbital gap (alpha / beta): 6.204 / 7.731 eV
2S+1: 5
<S²>: 6.007
lowest unoccupied orbital energy (alpha / beta): -0.48 / -0.44 eV
HOMO (alpha / beta): -6.68 / -8.17 eV